Computed, not measured: a molecular structure, C20H34N2O6S3Si2TeTl, with wB97M-V/def2-TZVPD.

- Total charge: +1
- Lowest unoccupied orbital energy: -3.2 eV
- Calculated total energy: -96801.496 eV
- Frontier orbital gap: 0.3010 hartree
- Highest occupied orbital energy: -11.4 eV

XYZ file:
```
69
Properties=species:S:1:pos:R:3:forces:R:3
Tl 0.116 -2.766 -0.799 0.0 0.1 -0.1
O 1.170 1.737 0.754 0.0 0.1 0.0
S 1.951 0.790 -0.069 0.0 0.1 0.1
O 3.125 1.331 -0.688 0.1 -0.1 0.0
O 1.058 0.071 -0.994 0.0 -0.1 -0.1
C 2.475 -0.390 1.144 0.0 0.1 0.0
C 3.830 -0.669 1.245 0.0 0.0 0.0
C 4.300 -1.501 2.249 -0.1 0.0 0.0
C 3.411 -2.061 3.153 0.0 0.0 0.0
C 2.057 -1.793 3.049 0.0 0.0 0.0
C 1.580 -0.952 2.048 0.0 -0.1 0.0
S -0.193 -0.747 2.186 0.0 -0.1 0.3
O -0.434 0.172 3.252 -0.1 0.0 0.0
O -0.830 -0.218 0.870 0.1 0.0 -0.4
O -0.685 -2.094 2.255 0.0 0.1 0.1
H 4.504 -0.185 0.549 0.0 0.0 0.0
H 5.363 -1.691 2.340 0.0 0.0 0.0
H 3.764 -2.705 3.947 0.0 0.0 0.0
H 1.368 -2.244 3.751 0.0 0.0 0.0
C -5.150 2.317 1.180 0.0 0.0 0.0
Si -3.757 1.773 2.317 0.0 0.0 0.0
C -3.854 2.670 3.948 0.0 0.0 0.0
C -3.835 -0.071 2.579 -0.1 0.0 0.0
C -2.087 2.361 1.586 0.0 0.1 0.0
Te -1.167 1.508 -0.092 -0.2 -0.2 0.3
C -2.803 0.533 -0.979 0.0 0.0 -0.1
Si -3.298 1.560 -2.509 0.0 0.0 0.0
C -4.964 1.014 -3.130 0.0 0.0 0.0
C -3.328 3.379 -2.049 -0.1 0.1 -0.1
C -1.936 1.257 -3.761 -0.1 0.0 -0.1
H -5.533 3.297 1.475 0.0 0.0 0.0
H -5.981 1.610 1.238 0.0 0.0 0.0
H -4.857 2.388 0.131 0.0 -0.1 0.1
H -4.822 2.482 4.421 0.0 0.0 0.0
H -3.752 3.750 3.822 0.0 0.0 0.0
H -3.075 2.329 4.633 0.0 0.0 0.0
H -4.802 -0.289 3.043 0.0 0.0 0.0
H -3.060 -0.420 3.258 0.1 0.0 0.0
H -3.778 -0.660 1.660 0.0 0.0 0.1
H -1.296 2.271 2.337 0.0 0.0 0.0
H -2.156 3.427 1.339 0.0 0.0 0.0
H -3.581 0.343 -0.243 0.0 0.0 -0.1
H -2.408 -0.421 -1.341 0.0 0.0 0.1
H -5.742 1.168 -2.379 0.0 0.0 0.0
H -4.959 -0.045 -3.397 0.0 0.0 0.0
H -5.240 1.583 -4.022 0.0 0.0 0.0
H -4.134 3.632 -1.357 0.1 0.0 -0.1
H -3.501 3.948 -2.968 0.0 0.0 0.0
H -2.392 3.774 -1.638 0.0 -0.1 0.0
H -2.208 0.429 -4.421 0.0 0.0 0.0
H -0.976 1.006 -3.305 0.0 0.0 0.1
H -1.774 2.135 -4.390 0.0 0.0 0.0
C 6.957 -2.907 -0.853 0.0 0.0 0.0
C 5.511 -2.729 -1.169 -0.1 0.0 0.0
C 5.006 -1.872 -2.099 0.0 0.0 0.0
C 3.606 -1.819 -2.277 0.0 0.0 0.0
N 2.784 -2.556 -1.547 0.0 0.0 0.0
C 3.272 -3.380 -0.597 0.0 0.0 0.0
S 2.267 -4.274 0.412 0.1 0.0 0.0
N 4.627 -3.470 -0.453 0.0 0.0 0.0
C 3.019 -0.906 -3.296 0.0 0.0 0.0
H 7.576 -2.443 -1.616 0.0 0.0 0.0
H 7.213 -3.965 -0.787 0.0 0.0 0.0
H 7.187 -2.441 0.108 0.0 0.0 0.0
H 5.662 -1.261 -2.700 0.0 0.0 0.0
H 4.960 -4.108 0.258 0.0 0.0 0.0
H 3.605 -0.927 -4.215 0.0 0.0 0.0
H 3.037 0.113 -2.899 0.0 0.0 0.0
H 1.986 -1.173 -3.502 0.0 0.0 0.0
```
Forces are in eV/Å.